Below is a molecular structure, C4H6ClCuO2 in a non-equilibrium geometry, with properties calculated with wB97M-V/def2-TZVPD.

HOMO energy (alpha / beta)   -8.8595 / -10.0061 eV
Kohn-Sham gap (alpha / beta)   0.3236 / 0.2068 hartree
2S+1   3
E   -2407.04234 Ha

```
14
C4H6ClCuO2 wB97M-V/def2-TZVPD
Cu 1.977 -9.657 21.860
Cl 3.189 -7.642 22.835
O 1.645 -3.371 17.632
C 2.447 -3.873 18.421
O 2.145 -4.214 19.689
C 3.021 -5.231 20.173
C 4.251 -5.112 19.291
C 3.786 -4.374 18.024
H 2.454 -6.117 19.887
H 3.142 -5.171 21.255
H 4.643 -6.114 19.116
H 5.047 -4.561 19.792
H 3.530 -5.110 17.262
H 4.368 -3.588 17.545
```

Below is C4H6ClF in the gas phase in a non-equilibrium geometry, with properties calculated with wB97M-V/def2-TZVPD.

SMILES   C/C=C/[C@@H](F)Cl
HOMO energy   -9.9532 eV
Kohn-Sham gap   0.4004 hartree
E   -716.03378 Ha

```
12
C4H6ClF wB97M-V/def2-TZVPD
C 3.065 -0.355 -0.206
C 1.711 0.084 0.029
C 0.561 -0.500 0.334
C -0.672 0.302 0.437
F -0.575 1.566 -0.142
Cl -2.009 -0.594 -0.208
H 3.373 -0.136 -1.235
H 3.156 -1.430 0.053
H 3.791 0.124 0.484
H 1.651 1.180 -0.223
H 0.356 -1.468 0.713
H -0.980 0.554 1.459
```

Below is C4H6ClF in the gas phase in a non-equilibrium geometry, with properties calculated with wB97M-V/def2-TZVPD.

SMILES   C=C(Cl)[C@@H](C)F
HOMO energy   -9.8736 eV
Kohn-Sham gap   0.3969 hartree
E   -716.03370 Ha

```
12
C4H6ClF wB97M-V/def2-TZVPD
C -0.976 1.704 -0.202
C -0.503 0.507 -0.115
Cl -1.479 -0.840 0.206
C 1.021 0.296 -0.264
C 1.746 0.113 1.063
F 1.378 -0.793 -1.012
H -0.271 2.466 -0.481
H -2.089 1.950 -0.182
H 1.494 1.267 -0.681
H 2.803 0.104 0.767
H 1.579 -0.904 1.447
H 1.484 0.818 1.849
```

Below is 3 unconnected molecules or ions with the total composition C4H6ClFN in a non-equilibrium geometry, with properties calculated with wB97M-V/def2-TZVPD.

Net charge   -1
HOMO energy (alpha / beta)   -5.2043 / -5.2046 eV
Kohn-Sham gap (alpha / beta)   0.3106 / 0.3106 hartree
E   -770.83626 Ha

```
13
C4H6ClFN wB97M-V/def2-TZVPD
C 0.149 -0.023 0.026
H 0.196 1.761 -1.142
Cl 2.748 0.555 0.038
C -0.035 0.696 -1.285
H -1.124 0.802 -1.477
H 0.404 0.099 -2.096
C 0.612 -1.412 0.016
N 0.913 -2.527 0.008
C -0.027 0.695 1.337
H 0.280 0.061 2.180
H 0.396 1.706 1.261
H -1.095 0.993 1.423
F -1.828 -0.629 -0.019
```

Below is a molecular structure, C4H6ClN in a non-equilibrium geometry, with properties calculated with wB97M-V/def2-TZVPD.

HOMO energy   -8.6278 eV
Kohn-Sham gap   0.3437 hartree
E   -670.84275 Ha

```
12
C4H6ClN wB97M-V/def2-TZVPD
C 0.143 -1.175 0.192
C -1.150 -1.244 -0.129
C 0.724 0.252 -0.071
C -0.522 1.131 -0.080
N -1.807 -0.088 -0.609
Cl -3.295 0.198 0.295
H 0.827 -2.051 0.520
H -1.933 -2.052 0.005
H 1.450 0.664 0.606
H 1.050 0.231 -0.993
H -0.971 1.462 0.864
H -0.542 1.989 -0.830
```

Below is C4H6ClN in the gas phase in a non-equilibrium geometry, with properties calculated with wB97M-V/def2-TZVPD.

SMILES   ClN1C=CCC1
HOMO energy   -8.2095 eV
Kohn-Sham gap   0.3362 hartree
E   -670.85599 Ha

```
12
C4H6ClN wB97M-V/def2-TZVPD
Cl 0.791 2.413 -1.367
N 0.166 1.191 -0.296
C 1.093 0.524 0.560
C 0.673 -0.677 0.948
C -0.615 -1.108 0.269
C -0.757 0.204 -0.957
H 1.831 1.228 0.961
H 0.986 -1.113 1.922
H -0.418 -2.132 -0.195
H -1.409 -1.190 0.992
H -0.528 -0.077 -2.014
H -1.813 0.737 -0.821
```

Below is a gas-phase ion, C4H6ClN2 (charge +1) in a non-equilibrium geometry, with properties calculated with wB97M-V/def2-TZVPD.

SMILES   C[n+]1c[nH]c(Cl)c1
Net charge   +1
HOMO energy   -13.7191 eV
Kohn-Sham gap   0.3752 hartree
E   -725.44332 Ha

```
13
C4H6ClN2 wB97M-V/def2-TZVPD
C -1.803 -0.615 -0.135
N -0.395 -0.147 0.183
C -0.048 1.163 0.118
N 1.286 1.201 0.016
C 1.820 0.001 0.019
Cl 3.463 -0.348 0.016
C 0.679 -0.925 0.167
H -1.836 -1.610 -0.313
H -2.386 -0.571 0.677
H -2.299 -0.137 -0.926
H -0.837 1.847 0.026
H 1.775 2.082 -0.144
H 0.580 -1.942 0.295
```

Below is 2 unconnected molecules or ions with the total composition C4H6ClN3O in a non-equilibrium geometry, with properties calculated with wB97M-V/def2-TZVPD.

HOMO energy   -8.4935 eV
Kohn-Sham gap   0.3254 hartree
E   -855.56052 Ha

```
15
C4H6ClN3O wB97M-V/def2-TZVPD
C -1.699 1.551 -0.680
C 1.578 -1.006 -0.856
C -2.762 0.774 -1.308
C 2.064 -1.520 1.532
N -0.655 1.542 -0.155
N 1.690 -1.588 0.160
N 0.481 1.930 0.178
O 1.252 -0.649 -1.920
Cl 0.869 1.870 1.882
H -2.493 -0.350 -1.362
H -2.913 1.117 -2.387
H -3.637 0.795 -0.619
H 1.442 -2.371 1.950
H 3.118 -1.585 1.643
H 1.665 -0.508 1.943
```

Below is C4H6ClNO in the gas phase in a non-equilibrium geometry, with properties calculated with wB97M-V/def2-TZVPD.

SMILES   C[C@H]1COC(Cl)=N1
HOMO energy   -8.9366 eV
Kohn-Sham gap   0.3583 hartree
E   -746.13275 Ha

```
13
C4H6ClNO wB97M-V/def2-TZVPD
C 0.641 -0.388 1.544
C 0.627 -0.157 0.056
C -0.777 -0.643 -0.531
O -1.301 0.418 -1.301
C -0.411 1.380 -1.305
Cl -0.592 2.816 -2.180
N 0.779 1.184 -0.494
H -0.274 -0.120 1.846
H 1.536 -0.039 2.093
H 0.573 -1.485 1.534
H 1.373 -0.748 -0.505
H -0.656 -1.546 -1.067
H -1.517 -0.674 0.310
```

Below is 2 unconnected molecules or ions with the total composition C4H6ClNO2 in a non-equilibrium geometry, with properties calculated with wB97M-V/def2-TZVPD.

SMILES   O=[N+]([O-])C1=CCC1.Cl
HOMO energy   -10.3718 eV
Kohn-Sham gap   0.3620 hartree
E   -821.26532 Ha

```
14
C4H6ClNO2 wB97M-V/def2-TZVPD
O -0.467 2.599 -0.372
N -0.295 1.795 0.529
O 0.078 2.024 1.680
C -0.465 0.433 0.284
C -0.631 -0.375 -0.742
C -0.589 -1.625 0.032
C -0.453 -0.718 1.279
H -0.834 -0.199 -1.838
H -1.309 -2.368 -0.215
H 0.545 -2.054 0.001
H -1.358 -0.697 1.949
H 0.561 -0.779 1.877
Cl 2.460 0.377 -2.332
H 2.758 1.585 -2.135
```

Below is C4H6ClNO2 in the gas phase in a non-equilibrium geometry, with properties calculated with wB97M-V/def2-TZVPD.

HOMO energy (alpha / beta)   -5.6630 / -10.2684 eV
Kohn-Sham gap (alpha / beta)   0.2355 / 0.2635 hartree
2S+1   3
E   -821.18195 Ha

```
14
C4H6ClNO2 wB97M-V/def2-TZVPD
C 0.048 1.123 -0.742
C -0.220 0.816 2.420
C 0.838 1.281 -2.030
C -1.231 -0.276 2.203
N 0.561 1.453 1.648
O -1.141 0.886 -0.676
O 0.878 1.224 0.306
Cl -0.190 1.424 4.029
H 0.165 1.424 -2.773
H 1.712 2.140 -2.042
H 1.315 0.362 -2.198
H -0.692 -1.308 2.310
H -1.876 -0.138 2.948
H -1.702 -0.203 1.278
```

Below is a molecular structure, C4H6ClNOS in a non-equilibrium geometry, with properties calculated with wB97M-V/def2-TZVPD.

HOMO energy   -9.5815 eV
Kohn-Sham gap   0.3569 hartree
E   -1144.27419 Ha

```
14
C4H6ClNOS wB97M-V/def2-TZVPD
C 1.142 -1.376 -1.173
C 1.533 -0.207 -0.143
C 0.797 0.529 0.661
C -0.681 0.478 0.901
H 1.344 -1.033 -2.219
H 0.140 -1.580 -1.045
H 1.685 -2.318 -1.140
H 2.507 0.007 -0.162
H -1.223 1.370 -0.877
H -3.202 1.174 1.602
N -1.452 0.370 -0.221
O -1.037 0.508 2.087
S -3.174 0.282 0.085
Cl 1.622 1.797 1.644
```

> Number 2 is which compound?

C4H6ClF

> Which of these has the lowest E?

C4H6ClCuO2